{
  "formula": "C2H2O3",
  "method": "ωB97M-V/def2-TZVPD",
  "elements": ["C", "C", "O", "O", "O", "H", "H"],
  "coordinates": [[1.6594, 0.9883, 0.4332], [0.3099, -1.5974, -1.1446], [2.3447, 0.1488, 0.2364], [-0.9162, -1.4119, -1.7355], [-0.1562, -0.3031, -1.1882], [0.3118, -1.3755, -0.0888], [0.9502, -2.1931, -1.6837]],
  "atomic_forces_ev_per_a": [[-2.0, 2.7, 0.7], [-1.9, 0.6, 3.2], [2.1, -2.5, -0.6], [-0.9, -0.4, 0.7], [-0.1, 3.7, -4.0], [0.5, -3.7, 1.6], [2.3, -0.3, -1.6]],
  "mulliken_charge": [0.12, -0.11, -0.11, -0.28, -0.23, 0.28, 0.32],
  "relative_energy_kcal_mol": 131.6,
  "e_tot_ha": -302.9207,
  "charge": 0
}

{
  "formula": "C2H2O3",
  "method": "ωB97M-V/def2-TZVPD",
  "elements": ["C", "O", "C", "O", "O", "H", "H"],
  "coordinates": [[-1.0535, 0.3237, 0.0833], [0.1198, 0.6993, 0.4163], [1.1025, -0.2817, 0.0808], [0.7443, -1.4154, -0.0709], [2.1490, 0.2371, -0.4098], [-1.8294, 0.4708, 0.8407], [-1.2327, -0.0339, -0.9404]],
  "atomic_forces_ev_per_a": [[0.3, 1.0, 0.0], [-1.5, -0.5, 1.5], [-0.1, -0.9, -3.3], [0.7, 0.5, 1.0], [0.7, 0.0, 0.7], [-0.1, 0.4, -0.4], [0.0, -0.5, 0.4]],
  "lowdin_spin": [0.00, 0.02, 0.04, 0.18, 0.76, 0.00, 0.00],
  "relative_energy_kcal_mol": 0.0,
  "e_tot_ha": -302.6587,
  "s_squared": 0.758,
  "charge": 1,
  "multiplicity": 2
}

{
  "formula": "C2H2O3Ru",
  "method": "ωB97M-V/def2-TZVPD",
  "elements": ["O", "C", "Ru", "H", "O", "C", "O", "H"],
  "coordinates": [[-1.0515, -0.2798, -1.3983], [-0.5297, 0.4661, -0.3667], [0.1623, -1.6870, -1.5579], [-0.7713, 1.5361, -0.3380], [1.0687, -1.2091, 0.0284], [0.6030, 0.0018, 0.2821], [0.7367, 0.3922, 1.5808], [-0.2182, 0.7797, 1.7696]],
  "atomic_forces_ev_per_a": [[-1.1, 4.3, 2.4], [-1.3, 0.7, -4.0], [0.8, -4.8, -3.8], [-0.5, -0.5, 0.3], [1.8, 2.8, 2.0], [-0.5, -3.1, 4.3], [-2.3, 1.2, -1.3], [3.0, -0.6, 0.2]],
  "lowdin_spin": [0.49, 0.36, 3.47, 0.01, 0.35, 0.22, 0.10, 0.00],
  "relative_energy_kcal_mol": 0.0,
  "e_tot_ha": -397.5312,
  "s_squared": 8.760,
  "charge": 1,
  "multiplicity": 6
}

{
  "formula": "C2H2O3S",
  "method": "ωB97M-V/def2-TZVPD",
  "elements": ["O", "C", "O", "C", "O", "S", "H", "H"],
  "coordinates": [[-1.1208, 0.3589, -1.6291], [-0.3151, 0.5868, -0.7508], [0.0009, 1.9228, -0.5253], [0.3138, -0.3714, 0.2331], [1.2041, 0.0295, 0.9810], [-0.3657, -1.8838, -0.1050], [0.5270, 1.9052, 0.4205], [-0.2442, -2.5480, 1.3756]],
  "atomic_forces_ev_per_a": [[1.4, -0.9, 1.2], [-1.6, 4.0, -1.6], [1.7, -2.1, 3.5], [1.9, 1.2, 0.6], [-1.7, -0.9, -0.6], [-0.5, -3.1, 3.7], [-1.4, 0.2, -3.3], [0.2, 1.6, -3.4]],
  "mulliken_charge": [-0.49, 0.46, -0.50, 0.67, -0.54, -0.19, 0.39, 0.21],
  "relative_energy_kcal_mol": 39.9,
  "e_tot_ha": -701.2768,
  "smiles": "O=C(O)C(=O)S",
  "charge": 0
}

{
  "formula": "C2H2O4S",
  "method": "ωB97M-V/def2-TZVPD",
  "elements": ["C", "C", "O", "O", "O", "O", "S", "H", "H"],
  "coordinates": [[-0.8388, 0.5848, 0.0524], [-0.0769, 0.2848, -1.1266], [-1.0340, -0.0021, 1.0832], [1.0478, -0.9082, 0.0023], [0.5791, 1.0833, -1.8036], [1.4995, -0.4162, 2.4086], [0.9025, -1.2249, 1.4348], [-1.5769, 1.2459, -0.4410], [-0.5024, -0.6473, -1.6101]],
  "atomic_forces_ev_per_a": [[-2.7, 0.2, -0.2], [2.7, 0.5, -3.9], [0.0, 0.7, 0.6], [1.5, -1.1, 2.0], [-1.2, -1.3, 1.5], [1.0, 1.5, 1.1], [-1.0, -1.7, -2.6], [-0.6, 0.7, 1.2], [0.2, 0.5, 0.3]],
  "mulliken_charge": [0.19, 0.30, -0.47, -0.44, -0.51, -0.36, 0.74, 0.32, 0.24],
  "relative_energy_kcal_mol": 38.3,
  "e_tot_ha": -776.4601,
  "charge": 0
}

{
  "formula": "C2H2O4S",
  "method": "ωB97M-V/def2-TZVPD",
  "elements": ["C", "C", "O", "O", "O", "O", "S", "H", "H"],
  "coordinates": [[1.1860, 0.2114, 0.0402], [0.0014, -0.5369, -0.0632], [-2.4633, 0.7142, 0.0621], [-2.3078, -1.7483, -0.2405], [1.7639, 1.3591, -0.0552], [1.3225, 2.5940, -0.0181], [-1.7275, -0.5069, 0.1778], [2.0287, -0.4896, 0.0523], [0.1960, -1.5971, 0.0446]],
  "atomic_forces_ev_per_a": [[-1.1, -2.9, -0.1], [-0.3, 0.8, 0.2], [0.2, 0.5, -0.1], [0.0, -0.5, -0.2], [1.6, 1.7, -0.1], [-1.3, -0.5, 0.1], [0.9, 0.7, 0.4], [-0.3, 0.2, 0.1], [0.2, 0.0, -0.1]],
  "mulliken_charge": [0.19, -0.30, -0.47, -0.46, 0.00, -0.31, 0.87, 0.23, 0.26],
  "relative_energy_kcal_mol": 155.2,
  "e_tot_ha": -776.2739,
  "charge": 0
}